21
Properties=species:S:1:pos:R:3:lowdin_charge:R:1 method="wB97M-V/def2-TZVPD" orbital_gap_ev=8.9 e_lumo_ev=0.6 de_lowest_kcal_mol=5.20 smiles=CC(C)(C)c1[nH]cnc1Cl e_tot_ev=-22938.875 fmax_ev_per_a=4.642
C -2.41849 1.61856 -0.27949 -0.1858
C -0.43490 0.68166 -0.16427 -0.2343
C -0.38747 2.07682 -0.05032 -0.8206
C 0.87468 -0.54600 1.50561 -0.0523
C 1.63615 -0.16002 -0.89571 -0.0381
C -0.09272 -1.82744 -0.31215 -0.0744
C 0.48879 -0.45742 0.06055 -0.5903
N -1.58519 2.63154 -0.05636 0.0543
N -1.75306 0.46621 -0.35363 0.0942
Cl 0.90578 3.05373 0.13690 0.7829
H -3.50406 1.65090 -0.55019 0.1342
H 1.69183 -1.34613 1.70987 0.1200
H 1.52674 0.39445 1.47392 0.0957
H 0.08140 -0.46344 2.26072 0.0955
H 2.60691 -0.68609 -0.70175 0.1164
H 1.24686 -0.45937 -1.79992 0.0651
H 1.80782 0.85743 -0.86309 0.0141
H 0.70566 -2.65028 -0.21274 0.1155
H -0.61637 -2.32742 0.56537 0.0982
H -0.66023 -2.02269 -1.16132 0.0511
H -2.12014 -0.48501 -0.31199 0.1586